1.
The following is a DFT calculation (ωB97M-V with the def2-TZVPD basis set) of a molecular structure, C17H30ClFNO8PSi2.

The geometry in ORCA input format:
```
! wB97M-V def2-TZVPD RIJCOSX def2/J DEFGRID3
* xyz 0 1
C 0.36757 -8.81435 3.49689
C 0.39679 -7.38030 2.65769
O -0.52612 -7.12621 1.69523
O 1.42210 -6.32855 2.91685
C 0.90318 -5.39476 3.97046
C 0.19616 -4.07413 3.26887
C 0.79938 -2.70168 3.93398
Si 0.19963 -1.08727 3.01707
F 0.06781 0.16296 4.28282
O 1.40587 -0.71272 1.79576
Si 0.84092 0.57260 0.70008
C 1.91649 0.34722 -0.92855
C 1.30054 1.23234 -2.17396
C 1.25283 0.56403 -3.67016
C 0.62469 1.30235 -5.00098
C 0.00775 2.81737 -4.80139
C 0.08126 3.53931 -3.33146
C 0.71543 2.77048 -2.02397
C 1.29356 2.26522 1.49457
C 2.80411 2.81116 1.16776
C 2.77289 4.47413 1.34324
Cl 4.07258 2.19922 2.38306
C -0.98973 0.38445 0.14328
P -2.26763 1.35026 1.17625
O -3.42313 0.29286 1.55970
O -3.09569 2.57586 0.19969
O -1.68300 1.98630 2.68659
H 0.90591 -9.69415 2.91156
H 0.87768 -8.72444 4.55617
H -0.78133 -9.05502 3.67940
H 0.09196 -6.02542 4.57273
H 1.75400 -5.10802 4.75118
H 0.39197 -4.16899 2.11639
H -0.95518 -4.12300 3.48341
H 1.97065 -2.68774 3.88932
H 0.46894 -2.63522 5.06569
H -1.09390 -1.42274 2.39272
H 3.06356 0.55393 -0.73301
H 1.80042 -0.79007 -1.24888
H 1.69163 -0.53276 -3.81576
H 0.63612 0.73504 -6.03493
H -0.47016 3.33006 -5.74937
H -0.35624 4.62123 -3.18503
H 0.72670 3.35412 -1.00985
H 1.23129 2.11414 2.67702
H 0.50396 3.08964 1.23747
H 3.17633 2.62546 0.07158
H 3.64174 4.89190 0.64283
H 1.77080 4.93971 0.92640
H 2.95664 4.69916 2.47965
H -1.27036 -0.77237 0.19272
H -1.17072 0.68624 -0.99756
H -4.08762 2.56796 0.44586
H -1.88560 2.98692 2.73480
C -4.27788 4.00374 -7.31603
N -3.33563 3.50918 -6.27612
O -3.21338 2.28433 -6.15957
O -2.74543 4.36474 -5.60624
H -4.72358 3.14661 -7.82534
H -5.04518 4.59430 -6.81143
H -3.70437 4.61340 -8.01718
*
```

Calculated values
LUMO, Eh: -0.0060
HOMO level, eV: -8.4320
Orbital gap, eV: 8.27

=====

2.
The following is a DFT calculation (ωB97M-V with the def2-TZVPD basis set) of a molecular structure, C17H30EuI2N2O4S2Ti.

The geometry in ORCA input format:
```
! wB97M-V def2-TZVPD RIJCOSX def2/J DEFGRID3
* xyz 4 8
I -1.18353 -0.64146 -4.14195
I -2.80181 -2.86978 -3.40846
Eu -1.76693 -2.41145 0.54111
Ti 0.03409 -0.05386 -0.16766
S -2.36551 -0.12115 -0.66280
S 0.25570 -2.22829 -1.16339
C -0.28265 1.86605 0.62896
C -3.64191 0.73676 0.29664
C 1.59462 -3.31775 -0.61634
C -4.95260 -0.02292 0.07535
C -3.32412 0.95999 1.76590
C -3.52908 1.99714 -0.56395
C 1.12991 -4.72656 -0.98141
C 2.04998 -3.20573 0.82790
C 2.58244 -2.73636 -1.62866
C -3.52463 -2.41593 2.14599
C -1.02833 -4.34487 1.71483
O -0.29006 2.96029 1.00045
O -4.40090 -2.52892 2.89225
O -0.77448 -5.32909 2.26729
H -4.99231 -0.95960 0.64082
H -5.08241 -0.24407 -0.98908
H -5.74399 0.64401 0.41733
H -3.36485 0.02894 2.35308
H -4.11775 1.63442 2.11277
H -2.34698 1.44326 1.89771
H -2.54766 2.45442 -0.44059
H -4.30601 2.65273 -0.22125
H -3.67145 1.72646 -1.61381
H 2.01731 -5.35286 -0.92986
H 0.72162 -4.73062 -1.99576
H 0.37090 -5.10256 -0.28996
H 2.95188 -3.82967 0.88925
H 1.30076 -3.57391 1.54292
H 2.31066 -2.17382 1.08558
H 3.46274 -3.34626 -1.57103
H 2.81331 -1.70159 -1.37787
H 2.13737 -2.76076 -2.62647
C 1.45277 1.28237 -2.01380
N 2.65744 1.46180 -1.15518
C 3.57191 2.51229 -1.57545
C 4.57624 2.73065 -0.51451
C 5.12589 1.43255 -0.06668
N 4.05074 0.71070 0.56278
C 4.26236 0.01285 1.80178
C 2.86481 0.70135 -0.05598
O 1.92194 -0.03620 0.43756
H 0.81659 2.19878 -2.04751
H 0.79192 0.31357 -1.80979
H 1.78884 1.13463 -3.06664
H 4.01181 2.16934 -2.50328
H 2.98486 3.40549 -1.78885
H 4.13694 3.26426 0.31356
H 5.34887 3.35523 -0.89445
H 5.90990 1.52722 0.68120
H 5.52247 0.86034 -0.91674
H 5.04900 -0.73657 1.70280
H 4.59400 0.72438 2.55962
H 3.35902 -0.48646 2.18812
*
```

Calculated values
LUMO (alpha / beta), Eh: -0.5500 / -0.5403
HOMO level (alpha / beta), eV: -18.5811 / -19.9248
Orbital gap (alpha / beta), eV: 3.61 / 5.22

=====

no.,E_tot (eV),maximum force (eV/Å)
1,-76259.6452,9.07
2,-109555.2914,8.41